DFT (ωB97M-V with the def2-TZVPD basis set) results for a 9-piece molecular cluster, C5H28N2O9 overall.

Cartesian coordinates (Å):
C  -3.3984  -0.2948  0.7680
C  -2.9752  -0.6535  -0.6741
N  -1.9648  0.3876  -1.1432
C  -2.5000  1.7423  -1.3657
C  -1.2401  -0.0782  -2.2808
C  -0.0052  -0.9083  -1.8029
N  0.9393  -1.0787  -2.7418
O  0.0375  -1.3752  -0.6835
H  -2.8067  -0.7824  1.5416
H  -4.3190  -0.8626  0.9553
H  -3.5526  0.7741  0.7988
H  -2.4801  -1.6105  -0.7287
H  -3.8843  -0.5025  -1.2567
H  -2.5806  1.9074  -2.4351
H  -3.4007  1.8936  -0.7826
H  -1.7615  2.4517  -0.9567
H  -0.8469  0.6830  -2.9657
H  -1.7518  -0.6542  -3.0634
H  1.7690  -1.5911  -2.4279
H  0.7558  -1.1009  -3.7303
H  1.1337  -2.4288  1.4248
H  2.5342  -2.6014  2.1297
O  1.6457  -2.9476  2.0329
H  2.7537  -0.1641  1.3899
H  3.9388  0.6138  1.9548
O  3.6958  -0.0290  1.2923
H  1.6747  0.4550  -0.7065
H  0.6961  0.6464  0.4964
O  1.5404  0.9281  0.1235
H  3.7676  -1.9201  -1.2738
H  3.4295  -0.8513  -0.2814
O  3.2430  -1.1224  -1.1947
H  -0.7332  -2.3117  1.0006
H  -1.0368  -3.2302  2.0723
O  -1.0739  -2.3133  1.8957
H  0.8219  3.9887  -0.7250
H  0.3748  2.6068  -0.6867
O  0.0504  3.4808  -0.4475
H  0.1336  2.9951  1.3852
H  0.6041  2.6988  2.8169
O  0.2064  3.3729  2.2729
H  -0.4253  -0.4301  2.7186
H  -0.9031  0.8084  1.9489
O  -0.1983  0.4865  2.5152

- HOMO level (spin up / spin down): -0.479 / -0.479 Eh
- Total charge: +1
- Spin multiplicity: 2
- LUMO (spin up / spin down): -2.9 / -7.8 eV
- Relative energy (zero: lowest compared OMol25 entry of this formula, charge and spin): 132.4 kJ/mol